The following is a DFT calculation (ωB97M-V with the def2-TZVPD basis set) of the molecule CH7N5O at a distorted geometry.

Atoms and positions in Å:
1 N 2.650 -0.006 0.221
2 N 1.387 -0.618 -0.238
3 C 0.098 -0.015 -0.128
4 N 0.072 1.274 -0.029
5 O -1.254 1.747 -0.140
6 N -0.809 -0.980 -0.319
7 N -2.185 -1.037 0.209
8 H 3.149 0.384 -0.605
9 H 2.198 0.840 0.722
10 H 1.230 -1.551 0.295
11 H -1.128 2.652 -0.115
12 H -0.628 -1.654 -1.079
13 H -2.099 -0.849 1.284
14 H -2.680 -0.188 -0.078

Calculated values
- SMILES string: NNC(=NO)NN
- ΔE to the lowest compared entry with this formula, charge and spin: 2.100 eV
- 2S+1: 1
- Highest occupied orbital energy: -8.560 eV
- Charge: 0

Atom charges from the natural (NBO) analysis, given in e for atoms 1 to 8: atom 1 (N): -0.6400, atom 2 (N): -0.4785, atom 3 (C): 0.4708, atom 4 (N): -0.2773, atom 5 (O): -0.5986, atom 6 (N): -0.5147, atom 7 (N): -0.6214, atom 8 (H): 0.3528